[1]
Formula: C4H9N2O
Source: the OMol25 dataset
Level of theory: the ωB97M-V functional and the def2-TZVPD basis

Last column: Löwdin spin population.
Cartesian coordinates (Å):
N 0.20 0.79 0.34  0.512
N 1.67 0.40 0.44  0.496
H -1.93 -1.65 0.10  0.004
H 3.30 0.80 -0.68  0.008
H -0.23 -1.80 -0.58  -0.001
H 1.71 0.81 -1.51  0.006
H -2.00 1.87 0.48  0.001
C -0.88 -1.33 0.22  0.040
H 2.39 -0.76 -1.04  0.026
H -0.50 -1.89 1.07  0.000
H -2.92 0.38 0.72  0.003
C -2.10 0.83 0.21  0.035
O 2.14 0.29 1.50  0.726
C -0.83 0.12 0.32  0.075
C 2.36 0.33 -0.77  0.071
H -2.39 0.82 -0.81  -0.001

Values from the calculation:
charge	+1
lowest unoccupied orbital energy (alpha / beta)	-3.977 / -8.462	eV
largest force on an atom	5.89	eV/A
HOMO-LUMO gap (alpha / beta)	0.347 / 0.293	Ha
calculated total energy	-9308.29020	eV
spin multiplicity	3
relative energy (zero: lowest compared OMol25 entry of this formula, charge and spin)	56.0	kcal/mol

=====

[2]
Formula: C4H9N2O2
Source: the OMol25 dataset
Level of theory: the ωB97M-V functional and the def2-TZVPD basis

Last column: Löwdin charge in e.
Cartesian coordinates (Å):
O 2.40 0.70 -1.96  -0.334
O -2.11 -0.28 -1.57  0.081
H 0.74 -1.02 1.47  0.115
N -1.04 -1.15 0.50  -0.032
H -1.47 -0.98 1.43  0.087
C -1.85 -0.18 -0.33  -0.561
H -2.89 0.22 1.48  0.155
C 2.28 0.41 -0.67  -0.591
C 0.19 -0.51 0.66  -0.323
H 2.99 -0.32 -0.11  0.085
H 0.89 -0.90 -1.18  0.078
H 0.26 0.69 -1.11  0.115
C 0.87 -0.07 -0.62  -0.236
H 2.49 1.30 0.06  0.084
N -2.27 0.76 0.72  0.030
H -0.12 0.51 1.23  0.127
H -1.34 0.82 -0.01  0.119

Values from the calculation:
charge	-1
lowest unoccupied orbital energy	1.765	eV
largest force on an atom	8.00	eV/A
HOMO-LUMO gap	0.153	Ha
calculated total energy	-11361.56174	eV
spin multiplicity	1
relative energy (zero: lowest compared OMol25 entry of this formula, charge and spin)	221.5	kcal/mol

=====

[3]
Formula: C4H9N2O2
Source: the OMol25 dataset
Level of theory: the ωB97M-V functional and the def2-TZVPD basis

Last column: Löwdin charge in e.
Cartesian coordinates (Å):
C -3.28 0.12 -0.18  -0.815
H 2.46 0.10 1.46  0.058
H 0.59 1.04 -0.99  0.121
H -1.03 -0.93 -1.15  0.114
N -1.91 0.59 -0.01  0.001
H 3.22 0.70 -0.09  0.073
O -3.46 -0.88 -0.89  -0.070
H 1.21 -0.47 -1.05  0.032
C 2.83 -0.18 0.47  -0.277
H 3.76 -0.70 0.69  0.058
H -0.95 -1.14 0.62  0.126
C -0.85 -0.39 -0.21  -0.253
H 0.84 0.75 0.72  0.081
O -4.12 0.90 0.33  -0.104
N 1.89 -0.94 -0.32  -0.083
C 0.52 0.26 -0.20  -0.158
H -1.72 1.16 0.80  0.096

Values from the calculation:
charge	-1
lowest unoccupied orbital energy	3.389	eV
largest force on an atom	3.41	eV/A
HOMO-LUMO gap	0.278	Ha
calculated total energy	-11367.11132	eV
spin multiplicity	1
relative energy (zero: lowest compared OMol25 entry of this formula, charge and spin)	93.5	kcal/mol

=====

[4]
Formula: C4H9N2O2
Source: the OMol25 dataset
Level of theory: the ωB97M-V functional and the def2-TZVPD basis

Last column: Löwdin charge in e.
Cartesian coordinates (Å):
H -2.84 1.46 1.81  0.107
H 2.07 -1.53 -0.66  0.162
N 1.13 -1.90 -0.94  0.227
N -2.30 0.64 1.74  0.193
H 0.91 1.59 -0.90  0.129
H -1.15 -1.57 0.82  0.155
C -0.40 -0.69 0.73  -0.066
H 1.09 -2.17 -1.94  0.174
H 0.75 -2.67 -0.44  0.143
H 0.30 -0.93 1.54  0.144
H -2.91 -0.14 1.77  0.101
O -0.58 1.68 0.77  0.074
C -1.11 0.63 1.05  -0.512
O 2.09 0.31 -1.58  0.112
C 0.19 -0.56 -0.68  -0.144
C 1.08 0.56 -1.03  -0.200
H -0.64 -0.80 -1.47  0.201

Values from the calculation:
charge	+1
lowest unoccupied orbital energy	-3.922	eV
largest force on an atom	4.16	eV/A
HOMO-LUMO gap	0.372	Ha
calculated total energy	-11361.65142	eV
spin multiplicity	1
relative energy (zero: lowest compared OMol25 entry of this formula, charge and spin)	30.3	kcal/mol
SMILES	NC(=O)C[C@H]([NH3+])C=O

=====

[5]
Formula: C4H9N2O2
Source: the OMol25 dataset
Level of theory: the ωB97M-V functional and the def2-TZVPD basis

Last column: Löwdin charge in e.
Cartesian coordinates (Å):
N -0.46 -1.12 -2.40  0.185
N -0.43 -0.13 1.15  0.094
C 0.25 1.19 1.32  -0.101
O -1.45 -1.59 -0.21  0.061
H 0.84 1.34 0.42  0.115
H -1.48 -1.01 -2.45  0.181
H -0.88 -0.56 1.92  0.155
C 1.11 1.23 2.57  -0.222
H 1.58 0.27 2.84  0.132
H -0.53 1.94 1.30  0.137
H -0.06 0.76 -1.60  0.145
C 0.14 -0.28 -1.32  -0.037
O 1.23 2.28 3.13  0.104
C -0.66 -0.65 -0.08  -0.457
H 0.06 -1.01 -3.26  0.176
H 1.19 -0.53 -1.20  0.153
H -0.44 -2.12 -2.15  0.178

Values from the calculation:
charge	+1
lowest unoccupied orbital energy	-3.803	eV
largest force on an atom	2.63	eV/A
HOMO-LUMO gap	0.360	Ha
calculated total energy	-11361.89122	eV
spin multiplicity	1
relative energy (zero: lowest compared OMol25 entry of this formula, charge and spin)	24.8	kcal/mol
SMILES	[NH3+]CC(=O)NCC=O

=====

[6]
Formula: C4H9N2O2
Source: the OMol25 dataset
Level of theory: the ωB97M-V functional and the def2-TZVPD basis

Last column: Löwdin charge in e.
Cartesian coordinates (Å):
H -0.62 -2.20 -0.89  0.114
O -2.29 1.54 -0.94  0.117
C 0.15 -0.14 1.69  0.036
O 2.49 1.47 -0.98  0.101
N 1.68 0.75 -0.45  -0.067
C 0.44 0.48 -0.66  -0.196
N -0.21 -0.46 0.29  -0.169
H -0.63 0.46 2.17  0.128
C -1.26 1.99 -1.21  -0.021
H 1.10 0.42 1.73  0.115
H -0.96 3.02 -1.57  0.140
H 1.08 -1.94 -0.45  0.131
H -1.25 -0.45 0.07  0.186
H 0.35 -1.02 2.15  0.058
H -0.16 -2.41 0.89  0.112
C 0.03 -1.90 -0.06  0.035
H 0.04 0.39 -1.77  0.181

Values from the calculation:
charge	+1
lowest unoccupied orbital energy (alpha / beta)	-4.854 / -5.306	eV
largest force on an atom	4.36	eV/A
HOMO-LUMO gap (alpha / beta)	0.325 / 0.251	Ha
calculated total energy	-11355.69963	eV
spin multiplicity	1
relative energy (zero: lowest compared OMol25 entry of this formula, charge and spin)	167.6	kcal/mol

=====

[7]
Formula: C4H9N2O2S
Source: the OMol25 dataset
Level of theory: the ωB97M-V functional and the def2-TZVPD basis

Last column: Löwdin charge in e.
Cartesian coordinates (Å):
H -2.18 -1.69 -1.26  0.134
C 2.11 0.00 -0.68  -0.300
O 1.38 1.37 1.38  -0.488
O 0.51 -0.84 1.07  -0.349
N -1.03 1.83 0.75  0.249
H -0.05 1.88 0.98  0.050
H 0.77 -1.81 1.25  0.112
N -2.11 -0.15 -0.07  0.144
C -1.60 0.81 0.35  -0.118
C -2.95 -1.04 -0.76  -0.009
C 3.08 -0.67 -1.29  0.000
H -3.46 -1.69 -0.17  0.059
H 3.88 -1.06 -0.79  0.038
S 1.97 0.08 1.16  0.999
H -3.62 -0.39 -1.35  0.127
H 2.96 -0.72 -2.38  0.088
H 1.24 0.51 -1.24  0.117
H -1.50 2.64 1.03  0.145

Values from the calculation:
charge	+1
lowest unoccupied orbital energy	-3.039	eV
largest force on an atom	5.79	eV/A
HOMO-LUMO gap	0.397	Ha
calculated total energy	-22194.50042	eV
spin multiplicity	1
relative energy (zero: lowest compared OMol25 entry of this formula, charge and spin)	54.5	kcal/mol

=====

[8]
Formula: C4H9N2O2S
Source: the OMol25 dataset
Level of theory: the ωB97M-V functional and the def2-TZVPD basis

Last column: Löwdin charge in e.
Cartesian coordinates (Å):
H -1.10 0.33 2.59  0.038
H -3.38 -1.77 -2.07  0.081
H -0.01 1.65 2.24  0.046
H -1.79 -1.12 -1.95  0.104
C -0.93 1.17 1.96  -0.264
O 2.43 0.70 -0.47  0.038
O 0.88 -0.76 0.44  0.025
C 3.75 0.88 -0.96  0.009
H 4.51 0.93 -0.04  0.166
H 3.73 1.76 -1.46  0.053
S -0.98 0.36 0.31  1.009
H -1.73 1.93 2.08  0.064
N -2.65 -1.44 -1.55  0.150
C 1.90 -0.29 0.09  -0.233
H 4.03 0.07 -1.74  0.149
H -3.62 -2.11 0.13  0.129
C -2.88 -1.46 -0.24  -0.313
N -2.17 -0.83 0.63  -0.251

Values from the calculation:
charge	+1
lowest unoccupied orbital energy (alpha / beta)	-5.233 / -4.340	eV
largest force on an atom	5.68	eV/A
HOMO-LUMO gap (alpha / beta)	0.246 / 0.288	Ha
calculated total energy	-22193.29082	eV
spin multiplicity	1
relative energy (zero: lowest compared OMol25 entry of this formula, charge and spin)	82.4	kcal/mol

=====

[9]
Formula: C4H9N2S
Source: the OMol25 dataset
Level of theory: the ωB97M-V functional and the def2-TZVPD basis

Last column: Löwdin charge in e.
Cartesian coordinates (Å):
H -3.70 0.18 1.25  0.113
S 0.58 1.68 -0.94  0.653
N 3.35 -0.70 0.40  0.125
H 2.34 0.85 1.35  0.152
H 3.77 -0.97 -0.56  0.172
N 1.89 0.66 -0.71  -0.451
H -1.94 -0.45 1.66  0.141
H 2.15 0.11 -1.51  0.098
H -3.22 -1.72 -0.74  0.110
C -2.70 -0.05 0.92  -0.058
C -2.87 -0.87 -0.26  0.109
H -1.12 0.59 -0.84  -0.032
H -2.65 1.02 -1.17  0.120
H 3.86 -0.97 1.25  0.127
C 2.46 0.32 0.41  -0.219
C -2.20 0.34 -0.50  -0.162

Values from the calculation:
charge	+1
lowest unoccupied orbital energy (alpha / beta)	-5.957 / -4.898	eV
largest force on an atom	3.45	eV/A
HOMO-LUMO gap (alpha / beta)	0.194 / 0.256	Ha
calculated total energy	-18097.60797	eV
spin multiplicity	1
relative energy (zero: lowest compared OMol25 entry of this formula, charge and spin)	136.5	kcal/mol

=====

[10]
Formula: C4H9N2Se
Source: the OMol25 dataset
Level of theory: the ωB97M-V functional and the def2-TZVPD basis

Last column: Löwdin charge in e.
Cartesian coordinates (Å):
C -0.93 -1.19 -0.14  0.040
H 1.74 -0.04 -0.71  0.188
C 0.97 2.02 -0.56  -0.149
C 0.09 0.68 1.14  -0.593
N 0.53 2.26 0.58  0.113
N -0.40 0.24 -0.15  -0.219
H 0.48 0.54 -2.03  0.131
H -1.73 -1.10 0.56  0.058
H 1.39 2.77 -1.24  0.132
Se -1.10 0.75 2.66  0.915
H -0.17 -1.85 0.27  0.115
H -0.26 0.59 3.81  -0.145
H 1.03 0.18 1.53  0.132
C 0.75 0.51 -0.99  -0.095
H -1.18 0.91 -0.45  0.228
H -1.28 -1.38 -1.22  0.148

Values from the calculation:
charge	+1
lowest unoccupied orbital energy	-3.412	eV
largest force on an atom	4.60	eV/A
HOMO-LUMO gap	0.364	Ha
calculated total energy	-72610.77514	eV
spin multiplicity	1
relative energy (zero: lowest compared OMol25 entry of this formula, charge and spin)	31.2	kcal/mol
SMILES	C[N@@H+]1CC=N[C@H]1[SeH]

=====

[11]
Formula: C4H9N3
Source: the OMol25 dataset
Level of theory: the ωB97M-V functional and the def2-TZVPD basis

Last column: Löwdin charge in e.
Cartesian coordinates (Å):
H 1.76 -1.15 -1.09  0.073
H 0.81 -0.48 -2.44  0.079
N -1.23 2.04 -0.14  0.048
H 1.00 -2.13 0.60  0.067
H 0.32 -1.95 2.12  0.087
C -0.49 1.21 -0.91  -0.160
C 0.04 -0.31 0.98  -0.443
H -0.52 1.39 -1.93  0.093
H 0.23 -1.88 -1.54  0.083
H -0.21 0.20 2.74  0.055
H -1.49 3.00 -0.46  0.106
C 0.74 -0.90 -1.43  -0.109
H -1.20 1.90 0.90  0.060
N -0.48 0.52 1.81  0.071
N 0.61 -1.52 1.28  0.129
C 0.11 0.06 -0.50  -0.242

Values from the calculation:
lowest unoccupied orbital energy	1.003	eV
largest force on an atom	2.99	eV/A
HOMO-LUMO gap	0.315	Ha
calculated total energy	-8763.97784	eV
spin multiplicity	1
relative energy (zero: lowest compared OMol25 entry of this formula, charge and spin)	12.6	kcal/mol
SMILES	[H]/N=C(N)/C(C)=C\N

=====

[12]
Formula: C4H9N3
Source: the OMol25 dataset
Level of theory: the ωB97M-V functional and the def2-TZVPD basis

Last column: Löwdin charge in e.
Cartesian coordinates (Å):
C 0.63 1.80 0.82  -0.235
C -0.63 -0.03 0.02  -0.210
C -1.74 -0.74 0.13  -0.170
H 3.04 0.65 -1.07  0.098
C -2.05 -1.97 -0.68  -0.130
H 0.64 2.67 1.48  0.108
H -2.91 -1.80 -1.39  0.079
N -0.45 1.14 0.78  0.036
H 2.66 -0.17 0.41  0.107
N 1.90 1.65 0.25  -0.111
H -2.53 -0.42 0.84  0.108
H 0.14 -0.31 -0.73  0.096
H -1.19 -2.39 -1.21  0.065
H 2.57 2.23 0.71  0.106
H -2.41 -2.80 -0.03  0.069
N 2.33 0.48 -0.34  -0.015

Values from the calculation:
lowest unoccupied orbital energy	0.797	eV
largest force on an atom	1.59	eV/A
HOMO-LUMO gap	0.321	Ha
calculated total energy	-8762.19611	eV
spin multiplicity	1
relative energy (zero: lowest compared OMol25 entry of this formula, charge and spin)	53.7	kcal/mol
SMILES	C/C=C/N=C\NN

=====

[13]
Formula: C4H9N3
Source: the OMol25 dataset
Level of theory: the ωB97M-V functional and the def2-TZVPD basis

Last column: Löwdin charge in e.
Cartesian coordinates (Å):
H 0.99 1.29 -0.81  0.115
N 1.15 -0.63 1.32  0.090
H 2.08 -0.78 0.98  0.097
C 0.13 -1.42 0.85  -0.434
H -1.88 0.71 0.18  0.105
H 1.04 -0.10 2.16  0.092
H -2.02 -0.70 -1.84  0.064
H 1.08 -2.35 -0.53  0.041
C -1.06 0.63 -0.52  -0.231
N -0.10 2.49 0.52  0.082
N 0.16 -2.25 -0.09  0.064
H -0.35 -0.13 -2.35  0.065
H -0.81 -1.28 1.37  0.115
H 0.70 3.10 0.64  0.042
C -1.16 -0.10 -1.63  0.013
C 0.06 1.50 -0.25  -0.320

Values from the calculation:
lowest unoccupied orbital energy	0.835	eV
largest force on an atom	0.99	eV/A
HOMO-LUMO gap	0.357	Ha
calculated total energy	-8762.55004	eV
spin multiplicity	1
relative energy (zero: lowest compared OMol25 entry of this formula, charge and spin)	45.5	kcal/mol
SMILES	[H]/N=C/C=C.[H]/N=C\N

=====

[14]
Formula: C4H9N3
Source: the OMol25 dataset
Level of theory: the ωB97M-V functional and the def2-TZVPD basis

Last column: Löwdin charge in e.
Cartesian coordinates (Å):
H -1.59 -0.41 -2.46  0.103
H -1.12 -1.75 1.27  -0.047
N 1.19 -0.26 -0.80  0.104
H -1.53 -0.12 0.37  0.116
C 0.78 1.38 1.04  -0.026
C 0.33 0.47 -0.04  -0.392
N -1.17 -0.77 1.55  -0.112
H 2.13 -0.51 -0.52  0.158
C -0.75 -0.25 -1.81  -0.120
N -0.89 0.45 -0.63  0.003
H -1.46 -0.79 2.53  -0.042
H 0.93 -1.50 -2.55  0.102
H 1.45 2.15 0.64  0.082
H -0.09 1.86 1.49  0.082
H 1.29 0.82 1.82  0.079
C 0.50 -0.77 -1.89  -0.092

Values from the calculation:
lowest unoccupied orbital energy	0.825	eV
largest force on an atom	3.10	eV/A
HOMO-LUMO gap	0.311	Ha
calculated total energy	-8762.30497	eV
spin multiplicity	1
relative energy (zero: lowest compared OMol25 entry of this formula, charge and spin)	51.2	kcal/mol

=====

[15]
Formula: C4H9N3
Source: the OMol25 dataset
Level of theory: the ωB97M-V functional and the def2-TZVPD basis

Last column: Löwdin charge in e.
Cartesian coordinates (Å):
C 1.57 -0.02 -0.35  -0.297
H -3.20 -0.19 0.98  0.098
H 2.92 1.23 0.64  0.076
H 0.23 1.21 0.17  -0.039
H 1.32 1.05 -1.02  0.181
C 2.92 0.29 0.10  -0.116
H 2.93 -0.37 1.02  0.093
H -2.71 -0.79 -0.86  0.120
H -0.83 -1.92 -0.09  0.141
C -1.40 0.18 0.08  -0.571
N -0.57 -0.93 0.06  0.000
H -3.41 0.91 -0.54  0.174
H 3.84 0.26 -0.51  0.086
N 0.86 -1.03 0.03  0.054
N -0.78 1.39 0.08  0.095
C -2.71 -0.02 0.00  -0.094

Values from the calculation:
lowest unoccupied orbital energy	0.859	eV
largest force on an atom	12.05	eV/A
HOMO-LUMO gap	0.336	Ha
calculated total energy	-8759.33423	eV
spin multiplicity	1
relative energy (zero: lowest compared OMol25 entry of this formula, charge and spin)	119.7	kcal/mol
SMILES	[H]/N=C(/C)N/N=C/C